{"formula": "C12H23BCl3CsF7KN3O7PS3", "method": "ωB97M-V/def2-TZVPD", "orbital_gap_ev": 2.7, "total_charge": 0, "elements": ["C", "C", "C", "O", "S", "O", "O", "P", "C", "C", "H", "H", "H", "H", "H", "H", "H", "H", "H", "H", "H", "K", "F", "Cs", "N", "S", "O", "O", "F", "S", "O", "O", "F", "C", "Cl", "Cl", "Cl", "H", "C", "C", "N", "C", "C", "N", "C", "C", "H", "H", "H", "H", "H", "H", "H", "H", "H", "H", "H", "B", "F", "F", "F", "F"], "coordinates": [[1.924, 0.612, 1.844], [1.141, 1.724, 1.289], [1.519, 2.220, -0.137], [0.483, 3.060, -0.640], [-0.649, 2.300, -1.605], [-0.413, 0.877, -1.427], [-0.167, 2.691, -3.133], [1.439, 2.563, -3.618], [2.072, 0.855, -3.365], [2.563, 3.818, -2.935], [1.536, -0.423, 1.939], [3.002, 0.773, 2.162], [0.335, 2.202, 1.904], [1.850, 1.396, -0.814], [2.460, 2.898, 0.016], [2.592, 0.525, -4.263], [2.794, 0.755, -2.530], [1.218, 0.192, -3.244], [3.192, 4.311, -3.665], [1.955, 4.580, -2.448], [3.162, 3.321, -2.142], [0.706, 1.167, 3.563], [0.832, 4.509, -4.484], [4.008, 2.922, -0.177], [7.964, -1.031, 2.682], [8.585, -2.469, 2.986], [7.756, -3.566, 2.598], [9.314, -2.565, 4.207], [9.704, -2.416, 1.866], [6.714, -0.610, 3.521], [6.089, 0.547, 2.941], [6.838, -0.629, 4.943], [5.631, -1.752, 3.226], [1.324, -2.203, -5.791], [2.912, -1.965, -6.519], [1.481, -2.725, -4.109], [0.357, -0.732, -5.907], [0.815, -2.986, -6.337], [-6.615, -2.990, 0.657], [-5.543, -2.555, -0.325], [-4.548, -1.657, 0.285], [-4.186, -0.425, -0.201], [-3.250, 0.075, 0.635], [-3.065, -0.862, 1.623], [-3.851, -1.911, 1.379], [-2.180, -0.729, 2.765], [-7.121, -2.125, 1.080], [-7.345, -3.616, 0.145], [-6.193, -3.571, 1.479], [-5.990, -2.018, -1.158], [-5.007, -3.415, -0.728], [-4.654, -0.043, -1.089], [-2.707, 1.001, 0.651], [-3.916, -2.801, 1.979], [-1.443, -1.533, 2.762], [-2.760, -0.763, 3.685], [-1.685, 0.238, 2.689], [-6.614, 1.004, 1.863], [-7.383, 1.547, 2.883], [-7.262, 1.112, 0.625], [-5.366, 1.673, 1.791], [-6.356, -0.378, 2.129]]}